DFT (ωB97M-V with the def2-TZVPD basis set) results for a structure of composition C34H32BN5O4Ta at a distorted geometry.

XYZ file:
```
77
Properties=species:S:1:pos:R:3:mulliken_charge:R:1
Ta 0.300 -0.023 0.014 0.201
O -1.544 2.768 2.519 -0.714
C -0.722 2.020 2.015 -0.094
N -0.965 0.781 1.546 -0.051
C -2.320 0.317 1.758 -0.992
C -2.365 -1.155 1.521 0.453
C -3.309 -1.965 2.140 -0.976
C -3.300 -3.324 1.885 -0.443
C -2.340 -3.835 1.021 -1.112
C -1.427 -2.970 0.455 -0.473
N -1.441 -1.654 0.693 0.281
C 0.725 2.428 1.944 0.623
C 1.138 3.592 2.580 -0.701
C 2.483 3.918 2.563 -0.445
C 3.370 3.070 1.912 -0.927
C 2.876 1.940 1.288 -0.217
N 1.583 1.629 1.309 0.060
H -2.656 0.570 2.767 0.649
H -2.998 0.829 1.060 0.227
H -4.021 -1.522 2.820 0.545
H -4.013 -3.978 2.364 0.439
H -2.291 -4.891 0.802 0.522
H -0.646 -3.328 -0.202 0.728
H 0.389 4.193 3.072 0.581
H 2.844 4.806 3.061 0.456
H 4.430 3.276 1.894 0.495
H 3.527 1.253 0.762 0.424
N -1.188 -0.619 -2.057 -0.367
C -1.251 -1.988 -2.443 0.122
C -2.468 -2.653 -2.480 -0.357
C -2.522 -3.987 -2.851 -0.890
C -1.357 -4.649 -3.198 -0.874
C -0.142 -3.985 -3.147 -0.841
C -0.064 -2.652 -2.754 0.524
C 1.256 -1.995 -2.616 0.242
C 2.185 -2.188 -3.643 -0.479
C 3.474 -1.700 -3.542 -1.128
C 3.865 -1.081 -2.367 -0.705
C 2.939 -0.894 -1.352 -0.799
C 1.598 -1.281 -1.454 1.013
H -2.115 -0.209 -2.009 0.287
H -0.626 -0.077 -2.709 0.413
H -3.378 -2.129 -2.212 0.453
H -3.472 -4.499 -2.872 0.440
H -1.388 -5.687 -3.497 0.435
H 0.764 -4.516 -3.397 0.581
H 1.883 -2.707 -4.542 0.596
H 4.172 -1.821 -4.358 0.422
H 4.884 -0.739 -2.243 0.539
H 3.293 -0.442 -0.428 0.414
C 4.690 3.247 -3.594 -0.724
O 3.509 3.889 -4.045 -0.468
C 2.338 3.537 -3.508 0.820
C 1.207 4.230 -3.974 -1.128
C -0.033 3.956 -3.464 -0.955
C -0.226 2.969 -2.482 0.618
C -1.527 2.678 -1.887 0.827
C -2.716 3.498 -2.307 -2.074
O -1.682 1.777 -1.059 -0.231
C 0.914 2.251 -2.049 0.288
O 0.798 1.268 -1.171 1.542
C 2.181 2.549 -2.547 -0.580
H 5.505 3.740 -4.116 0.261
H 4.684 2.183 -3.844 0.301
H 4.822 3.371 -2.516 0.300
H 1.352 4.985 -4.732 0.482
H -0.884 4.507 -3.835 0.506
H -2.523 4.562 -2.181 0.459
H -3.579 3.219 -1.708 0.381
H -2.940 3.315 -3.358 0.408
H 3.011 1.967 -2.175 0.263
B 2.731 -2.523 3.122 0.661
C 1.825 -1.721 2.225 -0.013
N 1.180 -1.118 1.454 -0.264
H 3.713 -1.835 3.216 -0.097
H 2.245 -2.735 4.190 -0.084
H 2.937 -3.531 2.506 -0.079
```

The calculation puts the HOMO-LUMO gap at 7.1 eV. The net charge is +1. As for the multiplicity: 1. For the total energy, the calculation gives -1971.33572 Ha. The LUMO energy is -4.047 eV.

DFT (ωB97M-V with the def2-TZVPD basis set) results for a cluster of 3 separate species, C34H32BNO4 in total at a distorted geometry.

XYZ file:
```
72
Properties=species:S:1:pos:R:3:mulliken_charge:R:1
C -1.958 -4.374 0.245 -1.296
C -1.486 -2.946 -0.143 0.101
N -2.314 -1.904 0.475 -0.312
B -1.606 -0.619 0.649 0.099
C -1.648 0.545 -0.460 0.359
C -0.353 0.573 -1.339 -1.415
C -2.987 0.564 -1.267 -0.727
C -3.042 -0.369 -2.506 -0.815
H -1.270 -4.865 0.941 0.305
H -1.989 -4.992 -0.660 0.342
H -2.972 -4.377 0.659 0.343
H -1.585 -2.857 -1.233 0.006
H -0.413 -2.882 0.096 0.240
H -2.691 -2.216 1.359 0.147
H -0.995 -0.366 1.650 -0.108
H -1.631 1.487 0.116 0.216
H 0.470 0.887 -0.686 0.424
H -0.101 -0.386 -1.800 0.266
H -0.504 1.363 -2.086 0.375
H -3.847 0.375 -0.616 0.342
H -3.113 1.593 -1.640 0.537
H -2.502 -1.312 -2.377 0.110
H -2.706 0.108 -3.431 0.146
H -4.093 -0.643 -2.678 0.361
C 0.434 0.983 -5.331 -0.517
C -0.126 -0.283 -5.196 -0.349
C 0.686 -1.406 -5.175 -0.688
C 2.065 -1.267 -5.298 0.346
C 2.626 0.002 -5.455 0.166
C 1.807 1.127 -5.460 -0.695
C 4.091 0.165 -5.634 0.579
O 4.580 1.269 -5.766 -0.664
C 4.943 -1.050 -5.656 0.182
C 6.311 -0.921 -5.879 -0.553
C 7.120 -2.047 -5.889 -0.468
C 6.568 -3.306 -5.669 -0.460
C 5.206 -3.440 -5.452 -0.563
C 4.388 -2.314 -5.454 0.186
C 2.926 -2.475 -5.255 0.541
O 2.443 -3.575 -5.064 -0.670
H -0.202 1.859 -5.340 0.447
H -1.199 -0.392 -5.108 0.452
H 0.249 -2.389 -5.065 0.492
H 2.242 2.111 -5.568 0.478
H 6.742 0.056 -6.046 0.470
H 8.183 -1.945 -6.067 0.394
H 7.202 -4.183 -5.671 0.400
H 4.777 -4.419 -5.286 0.470
C -1.881 -1.339 5.384 -0.619
C -2.736 -0.798 4.428 -0.374
C -2.914 0.574 4.348 -0.692
C -2.245 1.413 5.234 0.261
C -1.406 0.870 6.209 0.180
C -1.218 -0.508 6.273 -0.591
C -0.722 1.746 7.192 0.576
O 0.013 1.275 8.037 -0.663
C -0.959 3.210 7.125 0.206
C -0.370 4.042 8.073 -0.568
C -0.575 5.412 8.013 -0.471
C -1.361 5.958 7.002 -0.461
C -1.954 5.133 6.059 -0.562
C -1.763 3.756 6.123 0.187
C -2.430 2.882 5.128 0.567
O -3.119 3.357 4.246 -0.666
H -1.736 -2.410 5.438 0.417
H -3.262 -1.450 3.742 0.528
H -3.574 0.993 3.601 0.502
H -0.558 -0.929 7.020 0.480
H 0.243 3.620 8.857 0.470
H -0.120 6.057 8.754 0.395
H -1.513 7.029 6.953 0.406
H -2.568 5.558 5.277 0.471
```

The calculation puts the HOMO-LUMO gap at 7.8 eV. The value obtained for the energy above the lowest of the compared OMol25 structures with the same formula, charge and spin is 0.0 kcal per mole. The SMILES is O=C1c2ccccc2C(=O)c2ccccc21.O=C1c2ccccc2C(=O)c2ccccc21.CCNB[C@@H](C)CC. As for the multiplicity: 1. For the total energy, the calculation gives -1695.41027 Ha. The LUMO energy is -1.000 eV.

DFT (ωB97M-V with the def2-TZVPD basis set) results for a structure of composition C34H32BrEuIN2O3S.

XYZ file:
```
75
Properties=species:S:1:pos:R:3:mulliken_charge:R:1
Eu 0.190 0.045 0.101 0.750
C 1.749 -0.471 -2.878 -1.244
C 1.903 1.003 -2.655 1.021
C 2.835 1.736 -3.429 -1.122
C 2.930 3.078 -3.251 -0.891
C 2.061 3.737 -2.350 1.036
C 2.097 5.139 -2.179 -0.855
C 1.198 5.724 -1.330 -0.683
C 0.242 4.952 -0.657 -0.584
C 0.157 3.576 -0.790 0.480
S -1.103 2.690 0.011 -0.386
C 1.134 2.950 -1.636 -0.649
N 1.124 1.584 -1.769 0.995
H 2.565 -0.862 -3.483 0.414
H 0.800 -0.682 -3.375 0.103
H 1.757 -1.044 -1.947 0.190
H 3.475 1.204 -4.119 0.466
H 3.656 3.664 -3.803 0.372
H 2.829 5.719 -2.724 0.349
H 1.209 6.796 -1.178 0.348
H -0.477 5.439 -0.013 0.462
Br -1.486 -1.656 2.318 -0.177
C -1.223 -0.607 3.874 0.807
C -1.804 -1.021 5.035 -0.709
C -1.617 -0.255 6.206 -0.454
C -0.867 0.881 6.157 -0.905
C -0.264 1.313 4.948 1.103
C 0.507 2.493 4.913 -0.800
C 1.067 2.897 3.735 -1.373
C 0.876 2.141 2.562 -0.276
C 0.154 0.963 2.502 -0.220
C -0.425 0.563 3.746 0.263
H -2.399 -1.923 5.057 0.411
H -2.073 -0.576 7.134 0.362
H -0.719 1.479 7.048 0.325
H 0.637 3.065 5.823 0.305
H 1.655 3.806 3.695 0.388
H 1.327 2.543 1.656 0.374
O -0.393 -2.799 -2.666 -0.800
C -0.868 -2.658 -1.532 -0.043
O -0.268 -2.155 -0.528 -0.669
C -2.301 -3.113 -1.335 1.077
C -2.749 -4.228 -2.037 -0.577
C -4.064 -4.647 -1.925 -0.605
C -4.956 -3.939 -1.130 -0.523
C -4.521 -2.815 -0.445 -0.879
C -3.198 -2.409 -0.543 0.037
H -2.052 -4.751 -2.678 0.449
H -4.399 -5.526 -2.462 0.383
H -5.985 -4.263 -1.047 0.380
H -5.210 -2.249 0.169 0.420
H -2.866 -1.523 -0.023 0.580
I 4.342 -0.663 -0.393 -0.248
C 2.608 -0.162 0.848 -1.244
H 2.944 0.782 1.289 0.363
H 2.695 -0.910 1.645 0.561
O -1.468 0.012 -1.710 0.158
C -2.240 0.119 -2.662 0.118
C -3.285 1.203 -2.677 -0.779
C -4.678 0.636 -2.399 -0.394
C -5.336 -0.017 -3.608 -0.910
C -4.583 -1.211 -4.190 0.039
C -3.191 -0.868 -4.720 -1.174
N -2.187 -0.749 -3.682 0.094
H -3.272 1.709 -3.648 0.536
H -2.981 1.922 -1.912 0.006
H -5.314 1.449 -2.039 0.515
H -4.613 -0.086 -1.581 -0.012
H -5.448 0.738 -4.396 0.316
H -6.349 -0.329 -3.340 0.390
H -5.168 -1.627 -5.014 0.406
H -4.480 -2.004 -3.442 -0.183
H -3.226 0.048 -5.321 0.387
H -2.842 -1.661 -5.383 0.498
H -1.537 -1.529 -3.552 0.330
```

The calculation puts the HOMO-LUMO gap (spin up / spin down) at 6.6 / 6.6 eV. The value obtained for the energy above the lowest of the compared OMol25 structures with the same formula, charge and spin is 51.6 kcal per mole. The net charge is -1. As for the multiplicity: 7. For the total energy, the calculation gives -5630.45330 Ha. The LUMO energy (spin up / spin down) is 2.466 / 2.467 eV. The expectation value of S² is 12.01.